[1]
This record from the Open Molecules 2025 dataset describes a 2-piece molecular cluster, C4H13N overall in a non-equilibrium geometry. The level of theory is ωB97M-V/def2-TZVPD.

Summary:
Total charge   0
ΔE to the lowest compared entry with this formula, charge and spin   57.71 kJ/mol
HOMO energy   -9.37 eV
SMILES   CCN.CC
Frontier orbital gap   10.34 eV

Geometry as XYZ:
```
18
Properties=species:S:1:pos:R:3:forces:R:3
C 0.31751 1.13787 -2.20426 -0.58 -0.02 -0.41
C 0.97671 -0.21154 -2.09502 1.20 -1.45 1.76
N 2.12621 -0.15733 -1.09829 -0.68 -0.43 2.92
H -0.26013 1.35442 -1.27259 0.43 -0.11 -0.69
H -0.43331 0.99270 -3.05321 1.01 0.97 0.95
H 1.10072 1.93092 -2.32195 -0.97 -0.56 -0.35
H 1.42000 -0.60032 -3.04100 -0.49 0.46 0.57
H 0.22320 -0.93140 -1.70526 0.28 0.16 -0.66
H 2.64196 -1.03648 -0.92865 -0.32 0.21 -1.37
H 1.77680 -0.14079 -0.05212 0.11 0.76 -2.69
C -0.65308 -0.62318 2.56872 0.59 -0.07 0.69
C -1.84257 0.04361 1.82031 -0.16 -0.99 0.35
H 0.28790 -0.66655 1.94277 -1.07 0.07 0.60
H -0.42227 -0.01981 3.48449 0.02 -0.34 -0.83
H -0.82293 -1.65738 2.98204 -0.17 0.93 -0.73
H -1.47813 0.99542 1.39219 -0.49 -0.51 -0.03
H -2.68256 0.24614 2.52813 0.70 0.02 -0.48
H -2.27603 -0.65630 1.05371 0.59 0.91 0.41
```
Positions in Å, forces in eV/Å.

[2]
This record from the Open Molecules 2025 dataset describes one molecule with the formula C5H10N2O in a non-equilibrium geometry. The level of theory is ωB97M-V/def2-TZVPD.

Summary:
Total charge   0
ΔE to the lowest compared entry with this formula, charge and spin   357.17 kJ/mol
HOMO energy   -7.82 eV
SMILES   C[NH+](C)C=C=C(N)[O-]
Frontier orbital gap   8.46 eV

Geometry as XYZ:
```
18
Properties=species:S:1:pos:R:3:forces:R:3
C 2.06628 -0.86466 -0.02326 0.06 0.06 -0.15
N 1.06384 0.07463 0.48029 -2.00 0.82 -1.47
C 1.36839 0.61190 1.80850 -0.02 0.14 -0.02
C -0.54710 -0.48769 0.34146 1.79 0.55 0.02
C -1.09625 0.31893 -0.49014 -0.61 0.77 -0.29
C -2.46057 0.57241 -0.93890 0.09 -0.97 0.35
N -2.73977 0.10479 -2.19726 -0.12 0.07 -0.16
O -3.30306 1.12393 -0.24913 0.05 0.27 -0.15
H 3.06730 -0.42438 -0.01043 -0.11 0.01 0.03
H 1.80714 -1.13676 -1.04532 -0.02 -0.01 0.04
H 2.07374 -1.76559 0.59458 -0.03 0.07 0.00
H 0.63328 0.84530 -0.29224 1.32 -1.51 1.67
H 0.62120 1.36326 2.05751 -0.01 -0.04 0.00
H 1.33009 -0.19007 2.54942 0.00 0.02 -0.07
H 2.36244 1.06717 1.83451 -0.08 -0.07 -0.07
H -0.62634 -1.34489 0.97966 -0.34 -0.28 0.19
H -2.00357 -0.24260 -2.78683 -0.06 0.12 0.04
H -3.61702 0.37429 -2.61241 0.09 -0.02 0.04
```
Positions in Å, forces in eV/Å.

[3]
This record from the Open Molecules 2025 dataset describes an isolated ion of composition C11H12NO and charge +1 in a non-equilibrium geometry. The level of theory is ωB97M-V/def2-TZVPD.

Summary:
Total charge   +1
ΔE to the lowest compared entry with this formula, charge and spin   562.33 kJ/mol
HOMO energy   -12.66 eV
SMILES   C#C/[N+](=C(/C)OC)c1ccccc1
Frontier orbital gap   8.14 eV

Geometry as XYZ:
```
25
Properties=species:S:1:pos:R:3:forces:R:3
C 1.24671 -0.85664 2.91022 1.24 -0.17 0.56
C 0.86020 -0.71780 1.79577 -0.43 0.59 -2.49
N 0.62735 -0.26057 0.46838 -1.46 1.31 1.73
C 1.42935 0.76682 0.08772 -0.91 -0.20 -0.34
C 0.84297 1.98170 -0.53457 -0.40 -0.62 0.97
O 2.72539 0.68463 0.12993 -1.84 -1.52 -0.59
C 3.08255 -0.75545 0.13146 3.86 0.75 3.47
C -0.76941 -0.12029 -0.01623 -1.42 -1.90 -1.15
C -0.94942 0.12148 -1.42867 -0.87 -1.06 2.32
C -2.24856 0.05394 -1.95472 -0.16 -0.81 1.07
C -3.33794 -0.28106 -1.09160 0.94 -1.36 -0.07
C -3.12104 -0.61025 0.28577 -3.00 0.68 -2.64
C -1.87586 -0.55970 0.77937 2.41 1.99 -3.36
H 1.93058 -0.98243 3.73104 -0.80 -0.15 0.23
H -0.25109 2.03001 -0.72426 1.35 -0.07 0.41
H 1.11827 2.70791 0.19303 0.49 1.34 0.28
H 1.43348 2.01442 -1.39977 0.58 1.16 -1.55
H 4.05657 -0.86122 -0.31052 0.18 0.47 -0.88
H 3.37760 -0.94599 1.22220 -1.13 -0.32 -1.53
H 2.37733 -1.39658 -0.30476 -1.00 -0.54 -0.36
H -0.07510 0.25638 -2.04544 -0.12 0.00 -0.28
H -2.33730 0.05289 -3.04518 -0.32 0.31 0.48
H -4.27760 -0.65084 -1.52187 0.22 0.92 0.03
H -4.02632 -0.89662 0.90138 1.44 0.24 -0.71
H -1.83872 -0.77475 1.74129 1.15 -1.03 4.41
```
Positions in Å, forces in eV/Å.

[4]
This record from the Open Molecules 2025 dataset describes a 10-piece molecular cluster, C32H69NO9S4 overall in a non-equilibrium geometry. The level of theory is ωB97M-V/def2-TZVPD.

Summary:
Total charge   0
ΔE to the lowest compared entry with this formula, charge and spin   0.00 kJ/mol
HOMO energy   -8.25 eV
Frontier orbital gap   8.56 eV

Geometry as XYZ:
```
115
Properties=species:S:1:pos:R:3:forces:R:3
C -2.92660 1.99546 1.69491 -0.01 2.31 0.91
C -3.10993 3.59604 1.77667 1.22 -0.25 -0.54
C -4.61552 3.78025 1.70512 -1.15 0.32 0.49
O -5.18233 2.48156 1.44502 0.62 0.54 0.72
C -4.28755 1.56636 2.13372 -0.93 -0.22 -3.51
H -2.15332 1.64468 2.36916 0.17 -0.03 -0.15
H -2.70938 1.77397 0.66707 0.12 -0.52 -0.33
H -2.63306 4.08311 0.90568 -0.19 -0.38 0.26
H -2.61167 4.08738 2.64394 -0.70 -0.62 -0.27
H -4.98034 4.48984 0.94297 0.35 -0.49 0.00
H -5.01798 4.19761 2.65807 0.21 -0.46 -0.27
H -4.60162 0.58668 1.80018 0.17 -0.18 0.07
H -4.41204 1.63803 3.15163 -0.30 0.29 2.65
C 0.43963 3.12553 -2.13984 -0.63 0.82 1.13
C -0.85856 3.80720 -1.50174 1.09 -0.45 -1.10
C -0.80744 5.22637 -2.09663 0.64 0.14 0.90
O 0.44819 5.32887 -2.77586 -0.26 0.41 0.00
C 0.71116 4.03475 -3.32345 0.25 0.25 0.08
H 0.24418 2.10112 -2.35676 -0.10 -0.76 -0.38
H 1.31465 3.14152 -1.45463 -0.60 0.17 -0.25
H -0.90143 3.72184 -0.41555 0.00 0.06 -0.16
H -1.72954 3.36500 -1.98117 -0.16 -0.53 0.50
H -0.92377 6.02559 -1.32662 0.38 -0.42 -0.73
H -1.60205 5.30847 -2.82143 -0.42 0.32 -0.33
H 1.77726 4.02858 -3.61945 -0.65 -0.01 -0.08
H 0.04619 3.84595 -4.20376 0.47 -0.03 0.54
C 0.22921 4.00177 3.88236 1.45 -0.29 -1.51
C 0.10717 4.82541 2.56575 0.13 -0.28 0.65
C 1.46003 4.62097 1.87620 -0.34 0.36 -0.41
O 2.05354 3.46680 2.43418 -0.19 0.11 0.85
C 1.68477 3.47302 3.82794 0.13 0.20 -0.69
H -0.47808 3.18582 3.75460 0.00 -0.12 0.77
H 0.18018 4.53846 4.79335 -0.91 0.61 0.82
H -0.15293 5.86099 2.75251 0.16 0.25 -0.08
H -0.69478 4.39161 1.98220 0.03 0.03 -0.21
H 2.09139 5.50389 1.98147 0.26 0.07 0.26
H 1.33691 4.45983 0.81053 0.05 -0.15 -0.22
H 2.43860 4.01609 4.44669 -0.67 0.25 -0.50
H 1.73630 2.47087 4.17459 0.09 -1.10 0.19
C -3.01677 -3.23821 2.30161 -2.00 0.04 -0.19
C -3.28060 -2.60823 3.68614 0.08 -0.37 -0.07
C -4.71026 -2.04408 3.52445 0.45 -0.67 0.83
O -4.72659 -1.52966 2.20343 0.08 -0.66 -0.20
C -4.09861 -2.53087 1.37255 0.80 0.25 0.41
H -3.23296 -4.31121 2.31961 0.12 0.10 0.06
H -2.02070 -3.10337 1.95304 0.76 0.25 -0.28
H -2.58809 -1.78355 3.88402 -0.06 -0.11 -0.06
H -3.14300 -3.37546 4.47570 -0.32 0.59 -0.27
H -4.92614 -1.26832 4.29338 -0.05 -0.31 -0.89
H -5.43466 -2.88385 3.63572 0.15 0.52 -0.08
H -3.63067 -2.03142 0.51596 -0.07 0.19 0.26
H -4.84241 -3.21084 0.93116 0.07 -0.06 0.51
C -1.64479 -3.96618 -0.92677 0.80 -1.22 -1.77
C -0.53287 -4.56751 -1.90016 -0.27 0.98 0.53
C -1.28975 -5.51306 -2.78661 -0.75 -0.09 0.44
O -2.29646 -6.06910 -1.90803 0.54 0.14 -0.89
C -2.66052 -5.09386 -0.94783 -0.72 -1.07 1.64
H -2.15698 -3.09741 -1.32921 0.57 0.51 0.13
H -1.17322 -3.83822 0.03306 -0.31 0.51 0.33
H 0.23129 -5.09327 -1.31963 -0.22 -0.06 0.05
H -0.01240 -3.81742 -2.48236 0.11 0.33 -0.02
H -0.67747 -6.33713 -3.13001 0.01 -0.17 -0.20
H -1.72623 -4.98454 -3.66668 0.01 -0.35 0.52
H -2.64604 -5.60134 0.05950 -0.29 0.30 -0.92
H -3.70087 -4.77671 -1.15331 0.46 0.13 0.15
C -1.42630 -0.04571 -3.40599 -0.10 0.15 0.25
S -0.97388 -0.45330 -5.08569 1.30 1.21 -0.38
O 0.11279 0.56022 -5.45185 -1.04 -1.09 0.29
C -0.15654 -2.03375 -4.72489 -1.08 0.81 -0.82
H -2.25340 -0.66681 -3.06794 0.01 -0.20 0.01
H -1.77273 0.99000 -3.39284 0.13 -0.07 -0.14
H -0.55212 -0.15787 -2.76483 0.01 0.04 0.02
H -0.98410 -2.60830 -4.31668 0.17 -0.52 0.00
H 0.63402 -1.86254 -4.02676 0.64 0.06 0.41
H 0.16737 -2.38472 -5.70870 0.06 -0.25 0.37
C 3.22859 0.71549 -5.17520 0.81 -0.29 -0.92
S 2.70489 0.96695 -3.50588 0.13 -0.61 1.78
O 2.20681 -0.34241 -2.86583 0.42 0.67 -1.20
C 4.35322 1.18993 -2.71203 -1.53 1.07 -0.49
H 2.38667 0.37237 -5.77981 0.04 -0.10 0.29
H 4.10593 0.05811 -5.23110 -0.40 -0.23 0.08
H 3.57097 1.66161 -5.61800 -0.28 0.07 0.45
H 5.01604 0.41802 -3.07054 0.35 -0.01 -0.11
H 4.17780 1.09990 -1.63271 0.15 -0.03 -0.27
H 4.60622 2.23947 -2.97166 0.43 -0.73 0.13
C 3.60565 -4.32541 0.18149 -0.76 -0.11 0.21
S 2.97324 -4.31205 1.89867 -0.12 -0.10 -0.56
O 3.76190 -3.24210 2.57282 0.31 -0.15 0.19
C 1.40127 -3.52193 1.47573 0.53 -2.41 -0.51
H 3.03286 -4.95266 -0.51667 -0.09 0.18 0.43
H 4.62164 -4.68115 0.18234 0.43 0.07 0.16
H 3.51861 -3.27490 -0.07060 0.32 0.07 -0.46
H 0.89351 -4.28404 0.83989 0.19 0.85 0.04
H 1.63007 -2.58724 1.02105 -0.19 0.73 -0.38
H 0.85639 -3.48262 2.38282 -0.56 0.53 0.90
C 3.88655 -0.33956 2.57316 0.29 0.12 0.16
S 4.50330 -0.92929 0.98294 -0.54 2.14 -0.45
O 4.78026 0.39438 0.24481 -0.30 -1.46 0.31
C 6.13488 -1.41604 1.52978 0.41 1.23 -0.84
H 4.14082 -1.11379 3.27004 -0.20 -0.26 0.57
H 2.81847 -0.09173 2.61079 0.31 -0.33 -0.43
H 4.46316 0.56205 2.77951 0.04 0.05 -0.08
H 6.17028 -1.96862 2.43650 -0.16 -0.68 0.55
H 6.60672 -0.42639 1.65139 0.07 -0.43 0.05
H 6.60331 -1.91667 0.67794 0.00 -0.08 0.29
N 1.12237 -0.23360 -0.31942 -0.81 -1.19 -0.31
C 1.16086 0.73010 0.63563 1.48 -0.48 -0.73
C 0.09705 0.60678 1.44351 -1.98 -0.01 1.58
C -0.73979 -0.48028 0.94008 1.04 0.08 -0.70
C -0.04326 -0.98172 -0.15492 0.45 0.67 0.36
H 1.83806 -0.38064 -1.05074 -0.75 0.22 0.24
H 2.06620 1.30186 0.67834 -0.02 0.58 0.29
H -0.05356 1.21996 2.35434 -0.01 -0.52 -0.88
H -1.72162 -0.87029 1.23883 0.64 0.47 0.18
H -0.25317 -1.84158 -0.77944 0.03 0.34 -0.02
```
Positions in Å, forces in eV/Å.

[5]
This record from the Open Molecules 2025 dataset describes a 2-piece molecular cluster, C5H10N overall in a non-equilibrium geometry. The level of theory is ωB97M-V/def2-TZVPD.

Summary:
Total charge   +1
ΔE to the lowest compared entry with this formula, charge and spin   277.04 kJ/mol
HOMO energy   -13.46 eV
Frontier orbital gap   8.52 eV

Geometry as XYZ:
```
16
Properties=species:S:1:pos:R:3:forces:R:3
C 0.34957 -1.25850 -3.19816 1.75 -0.93 -2.51
C 1.00529 -0.63096 -2.33352 2.48 1.53 2.74
C -1.26254 0.57316 2.83553 1.26 -1.54 -0.04
C 1.68094 0.10819 -1.47689 -0.63 0.58 1.28
C -0.96895 0.75335 1.43298 3.15 -1.00 -1.15
N -0.32792 -0.11352 0.70556 0.27 0.59 -1.25
H 0.79584 -1.62575 -4.10885 0.20 0.12 -0.20
H -0.39643 1.03887 3.29002 0.25 0.83 0.29
H -2.12351 1.10047 3.12107 -1.24 0.31 0.77
H -1.07849 -0.46225 3.18005 -1.07 0.33 -0.24
H 1.40624 1.16196 -1.44398 0.64 0.30 -0.80
H 2.27298 -0.12063 -0.55720 -0.45 -0.71 -1.16
H -0.80600 1.73505 1.01010 -1.16 0.45 -0.11
H -0.05818 -1.06870 0.91005 -0.73 -0.20 0.85
H -0.64711 -1.30682 -3.14198 -3.75 -0.77 0.48
H 0.15827 0.11608 -0.22478 -0.97 0.10 1.06
```
Positions in Å, forces in eV/Å.

[6]
This record from the Open Molecules 2025 dataset describes C37H34F4I2N7O3Pb as an isolated structure. The level of theory is ωB97M-V/def2-TZVPD.

Summary:
Total charge   -1
ΔE to the lowest compared entry with this formula, charge and spin   0.00 kJ/mol
HOMO energy   -4.68 eV
Frontier orbital gap   6.76 eV

Geometry as XYZ:
```
88
Properties=species:S:1:pos:R:3:forces:R:3
Pb -1.26399 0.33030 0.41073 -0.22 0.14 -0.10
N 0.29055 -1.58866 0.05942 0.21 -0.11 -0.07
N -0.26689 -2.88731 0.10560 0.00 -0.04 -0.02
C -1.55515 -3.16753 0.06340 -0.04 0.14 0.02
N -1.91144 -4.48026 -0.04446 -0.08 0.00 -0.04
N -2.38241 -2.11310 0.16672 0.02 -0.22 -0.06
N -3.72038 -2.27982 0.11696 0.07 0.03 0.20
O -4.26123 -3.38640 -0.03340 0.04 -0.06 -0.08
O -4.36679 -1.25829 0.24747 -0.06 0.10 -0.06
H 0.78535 -0.77234 -1.70793 -0.06 0.00 0.01
H 1.05340 -1.65428 0.72973 -0.12 0.17 0.13
H 0.36389 -3.67318 0.03326 0.00 0.05 -0.06
H -1.26895 -5.08370 -0.52764 0.00 0.00 0.01
H -2.90096 -4.61250 -0.21235 0.04 0.00 0.02
C 1.97339 3.59447 -3.68807 0.02 -0.01 -0.06
C 1.48099 2.93769 -2.39095 0.00 0.00 0.04
C 0.01332 2.56125 -2.56472 -0.04 -0.10 -0.04
C 2.50066 1.89480 -1.92904 0.04 0.04 -0.05
C 3.69672 2.43772 -1.44997 -0.03 -0.01 0.03
C 4.73765 1.64779 -1.01040 0.01 -0.04 -0.03
C 4.60604 0.26768 -1.03477 0.01 0.02 -0.04
C 3.44251 -0.32183 -1.50844 0.07 0.04 0.06
C 3.32788 -1.83529 -1.55962 0.00 -0.02 -0.03
C 3.99777 -2.38608 -2.82238 0.01 0.02 0.00
C 3.89887 -2.51284 -0.31412 0.00 -0.01 0.00
C 2.39115 0.49957 -1.95946 -0.02 -0.03 -0.03
N 1.20560 -0.14861 -2.40808 -0.11 0.12 0.14
C 1.03246 -0.47969 -3.72600 0.03 0.00 -0.08
C 1.77167 0.07980 -4.77241 0.05 -0.04 -0.01
C 1.53318 -0.28096 -6.09221 -0.03 -0.03 0.01
C 0.55401 -1.20862 -6.41249 0.01 0.03 0.04
C -0.19364 -1.77993 -5.38576 -0.02 -0.02 -0.01
C 0.05624 -1.41398 -4.08706 -0.03 0.06 0.01
F -0.66735 -1.97088 -3.08381 0.00 -0.05 -0.01
H 1.35617 4.46306 -3.92374 -0.01 0.01 -0.01
H 1.89214 2.89287 -4.52233 0.00 0.06 0.02
H 3.01206 3.92015 -3.61756 -0.01 0.00 0.01
H 1.51410 3.70435 -1.60844 -0.01 0.01 -0.01
H -0.13678 1.86827 -3.39407 0.01 0.02 0.02
H -0.53862 3.47567 -2.79382 -0.02 0.00 0.01
H -0.44269 2.13432 -1.67391 0.12 0.01 0.04
H 3.78628 3.51715 -1.39671 0.01 0.01 0.00
H 5.64130 2.10491 -0.62604 0.01 0.00 0.00
H 5.41858 -0.35370 -0.67904 0.02 -0.01 0.00
H 2.26743 -2.08336 -1.59836 0.05 -0.04 0.00
H 5.05896 -2.12245 -2.83516 0.00 -0.01 -0.01
H 3.53750 -1.98286 -3.72527 0.00 0.02 0.01
H 3.91785 -3.47540 -2.85744 0.00 0.00 0.00
H 4.98780 -2.44210 -0.27227 0.00 0.01 0.01
H 3.64748 -3.57625 -0.32032 0.01 0.00 0.00
H 3.49854 -2.07185 0.60113 0.00 -0.01 0.00
H 2.54729 0.79569 -4.53040 -0.01 -0.06 -0.03
H 2.12597 0.17276 -6.87640 0.00 0.00 -0.01
H 0.36562 -1.48491 -7.44061 0.00 -0.01 0.00
H -0.97146 -2.50716 -5.57912 0.00 0.00 -0.01
I -2.49281 5.88306 1.29803 -0.04 0.02 -0.01
C -0.65981 4.94259 1.59306 0.02 0.04 -0.03
C 0.41765 5.68292 2.07676 -0.02 -0.07 0.00
C 1.64319 5.10101 2.28069 -0.02 0.01 -0.01
I 3.19761 6.29430 3.01368 0.03 0.01 0.01
C 1.83377 3.72814 1.99239 0.08 0.00 0.01
C 3.05198 3.03521 2.17815 -0.03 0.06 0.03
C 3.14882 1.71457 1.85686 -0.03 -0.06 -0.02
C 2.02068 1.06523 1.33487 0.03 -0.04 0.07
N 0.87065 1.66803 1.16684 -0.05 -0.03 -0.02
C 0.74001 2.98147 1.48516 0.02 -0.10 -0.03
C -0.58377 3.57253 1.26739 0.06 0.10 0.00
O -1.53945 2.89448 0.81280 0.05 -0.15 0.05
H 0.27735 6.73278 2.29630 -0.01 0.01 0.00
H 3.90620 3.56956 2.57314 0.00 0.00 0.00
H 4.07578 1.17077 1.97533 -0.01 0.00 0.01
H 2.07601 0.02237 1.04395 0.01 0.05 0.04
F -6.54905 -1.90567 8.08387 -0.04 0.02 -0.02
C -5.22107 -2.06667 8.21578 0.02 0.03 -0.10
F -4.85212 -1.37043 9.31223 0.02 0.04 0.06
F -5.01997 -3.36710 8.52206 0.03 -0.07 0.01
C -4.45718 -1.64713 6.99789 -0.03 -0.01 0.04
C -3.07100 -1.75227 7.01357 0.03 -0.01 -0.01
C -2.33671 -1.37742 5.90549 0.03 0.00 0.05
C -2.97247 -0.88444 4.76063 0.03 0.05 -0.07
C -4.36574 -0.78255 4.76167 -0.01 -0.02 -0.02
C -5.10336 -1.16266 5.87073 0.00 0.01 -0.01
C -2.21749 -0.48887 3.60946 0.05 -0.04 0.17
C -1.56238 -0.14958 2.64189 -0.10 -0.01 -0.08
H -2.56923 -2.12763 7.89679 0.00 0.00 0.00
H -1.25793 -1.45441 5.91206 0.00 0.00 0.00
H -4.85878 -0.40502 3.87630 -0.02 0.00 0.00
H -6.18108 -1.08042 5.85881 -0.01 0.00 -0.01
```
Positions in Å, forces in eV/Å.